(1)
A cluster of 8 separate species, C24H32O24 in total in a non-equilibrium geometry. Source: the Open Molecules 2025 dataset; level of theory: ωB97M-V/def2-TZVPD.

```
80
Properties=species:S:1:pos:R:3:lowdin_charge:R:1
C -22.00 1.79 -10.55 -0.10
O -24.27 4.29 -10.79 0.15
C -22.44 0.29 -15.34 -0.09
H -25.91 -2.79 -9.88 0.11
H -17.15 4.97 -10.24 0.13
H -22.61 4.87 -12.82 0.11
H -22.70 -4.62 -8.97 0.12
H -24.44 -4.61 -9.68 0.13
C -27.88 8.21 -12.15 -0.55
H -21.83 0.87 -11.11 0.10
C -26.45 6.80 -11.04 -0.12
C -21.48 5.49 -14.71 -0.08
O -23.66 -0.76 -6.87 0.18
O -24.05 0.57 -13.75 0.06
C -22.25 -2.61 -10.71 -0.57
H -26.24 5.74 -11.14 0.11
H -23.73 1.99 -15.08 0.12
H -22.14 -5.71 -10.80 0.13
C -19.20 4.86 -11.06 -0.09
H -21.41 -3.35 -4.84 0.13
H -22.97 6.38 -13.50 0.12
H -20.52 5.07 -14.43 0.12
H -19.37 5.64 -11.79 0.13
O -20.66 3.95 -8.18 0.17
O -21.96 5.01 -16.01 0.07
C -25.72 7.55 -12.15 -0.14
H -24.13 -4.51 -5.88 0.14
H -22.53 0.34 -16.42 0.13
O -27.70 -2.09 -9.14 0.06
C -18.15 5.35 -10.05 -0.09
O -20.38 4.71 -10.23 0.03
H -25.60 -0.95 -11.24 0.11
H -25.47 6.85 -12.96 0.12
O -22.96 -0.96 -14.87 0.07
C -23.21 -3.94 -5.93 -0.12
C -22.70 -4.83 -11.10 -0.08
O -26.65 8.47 -12.65 0.07
C -23.19 4.52 -15.84 -0.61
H -26.17 7.16 -10.05 0.13
C -23.11 1.36 -14.45 -0.09
O -23.09 -2.96 -6.97 0.03
O -18.64 4.76 -8.83 0.07
H -21.28 6.54 -14.93 0.13
C -23.72 3.27 -10.52 -0.56
H -21.36 0.28 -15.17 0.12
C -22.49 -3.20 -4.81 -0.10
C -24.03 -0.73 -14.09 -0.57
H -22.62 1.30 -8.46 0.13
H -23.38 -4.88 -11.95 0.14
O -28.86 8.82 -12.39 0.17
C -26.30 -1.89 -9.38 -0.11
H -23.54 0.45 -9.79 0.11
H -22.87 -3.45 -3.82 0.13
C -22.69 5.36 -13.79 -0.12
H -25.75 -1.75 -8.46 0.12
O -23.90 2.49 -9.44 0.07
O -23.78 3.94 -16.70 0.15
C -23.38 -4.38 -9.79 -0.10
O -27.59 -0.51 -10.71 0.09
H -24.76 7.97 -11.86 0.13
H -22.34 1.85 -13.86 0.12
O -21.83 -3.71 -11.36 0.06
H -18.14 6.42 -9.84 0.13
H -25.77 0.08 -9.82 0.12
O -27.82 7.16 -11.26 0.06
H -21.08 2.14 -10.09 0.11
C -23.03 1.35 -9.47 -0.08
C -19.93 4.43 -8.98 -0.60
O -22.71 2.78 -11.26 0.04
C -23.23 -1.75 -6.38 -0.56
H -22.58 -4.77 -6.30 0.12
O -22.75 -1.83 -5.11 0.06
C -28.40 -1.25 -9.95 -0.57
C -26.23 -0.73 -10.39 -0.10
O -29.58 -1.19 -9.97 0.16
O -23.61 4.64 -14.58 0.07
O -21.80 -1.52 -10.83 0.16
O -24.70 -1.51 -13.49 0.14
O -23.21 -2.97 -9.84 0.02
H -18.91 3.85 -11.34 0.14
```

- HOMO level: -10.607 eV
- ΔE to the lowest compared entry with this formula, charge and spin: 203.0 kJ/mol
- SMILES: O=C1OCCO1.O=C1OCCO1.O=C1OCCO1.O=C1OCCO1.O=C1OCCO1.O=C1OCCO1.O=C1OCCO1.O=C1OCCO1
- Energy: -74545.7137 eV
- Molar mass: 704.5 g/mol
- Kohn-Sham gap: 10.5364 eV

***

(2)
A cluster of 15 separate species, C24H33BCl43FO2 in total in a non-equilibrium geometry. Source: the Open Molecules 2025 dataset; level of theory: ωB97M-V/def2-TZVPD.

```
104
Properties=species:S:1:pos:R:3:lowdin_charge:R:1
Cl 0.90 3.07 -4.48 0.56
C -0.99 8.11 6.03 -1.56
H -0.80 -4.16 -0.74 -0.01
C 2.26 2.69 -1.59 -0.20
C -5.74 -1.87 -0.59 -1.52
Cl 6.08 -9.30 0.58 0.52
Cl -0.93 -6.52 -2.34 0.52
H 1.83 5.02 1.27 0.11
H -0.45 1.46 0.58 0.04
Cl 2.99 7.13 -3.89 0.54
C 0.35 0.66 0.61 -0.02
H 3.34 3.81 0.02 0.12
H -0.20 -0.34 0.65 0.05
C 0.90 -0.34 4.71 -1.54
Cl 3.15 -1.57 -6.58 0.52
H 2.90 2.36 -2.48 0.11
H 0.11 3.42 0.46 0.08
F -5.09 1.31 -1.03 -0.12
C -1.96 -7.94 -2.09 -1.50
H -3.93 1.83 -2.72 0.12
H 0.94 6.51 0.71 0.12
H 3.74 4.33 -1.71 0.11
H 0.40 4.48 8.11 0.02
C -0.94 -4.34 0.33 -1.52
Cl 1.79 -3.86 -5.40 0.50
Cl 0.42 -6.82 -6.33 0.49
Cl -0.98 -6.97 -8.88 0.52
C 2.89 4.04 -1.00 -0.14
Cl -6.99 -2.69 0.36 0.53
Cl 0.20 6.32 -4.02 0.52
Cl 4.27 -7.19 -0.26 0.51
H -1.58 -8.75 -2.70 0.02
H 5.44 -8.72 -1.61 0.01
Cl 3.61 -9.97 -0.82 0.50
C 1.92 2.06 -5.50 -1.54
Cl -2.67 -4.36 0.67 0.51
H 1.10 -7.91 -8.31 0.01
Cl 1.62 2.62 7.35 0.52
Cl -3.62 -7.60 -2.58 0.53
Cl 0.96 -10.33 4.00 0.53
C 1.10 5.40 0.46 -0.20
H -0.63 4.70 1.64 0.10
H 1.80 6.31 -5.74 0.01
H 1.75 -0.16 5.36 -0.11
C 4.92 -8.79 -0.65 -1.54
Cl -0.35 -1.18 5.64 0.54
C 1.56 6.99 -4.93 -1.52
C -5.96 -1.10 3.98 -1.55
H -4.80 3.70 -0.56 0.12
C 1.35 0.74 -0.63 -0.41
C -1.36 4.79 -0.48 -0.16
Cl -0.20 -5.90 0.72 0.46
C 0.43 -9.74 2.41 -1.52
Cl 0.29 1.22 4.13 0.53
Cl -4.90 0.20 3.43 0.50
Cl 3.30 -0.70 7.24 0.55
C 0.60 -6.96 -8.09 -1.54
H 1.20 2.79 -1.98 0.07
H 0.99 0.79 1.55 0.03
C 0.54 4.01 7.14 -1.52
B -2.61 3.79 -0.14 -0.60
Cl -2.42 8.10 7.07 0.52
Cl -2.73 2.84 1.46 0.62
Cl 4.28 -0.25 4.53 0.55
Cl -1.04 3.49 6.54 0.52
Cl 1.15 1.78 -7.07 0.53
C 1.71 -2.11 -5.71 -1.51
Cl -1.91 -8.45 -0.40 0.48
Cl 3.51 2.80 -5.72 0.53
C 4.72 -0.70 6.19 -1.50
H 1.10 5.27 -1.77 0.03
C -3.84 3.51 -1.17 -0.15
Cl -5.36 -2.81 -2.04 0.52
Cl 1.53 -1.23 -4.19 0.60
H 2.50 6.21 -1.07 0.09
Cl 1.13 8.56 -5.62 0.53
Cl -5.45 -1.69 5.58 0.52
Cl -1.26 -9.24 2.47 0.50
O 2.41 1.67 -0.56 -0.07
C 1.87 5.26 -0.94 -0.22
H 0.52 -10.56 1.70 0.02
H 0.84 -1.91 -6.33 0.02
Cl -4.29 -1.61 0.38 0.50
O 1.17 -0.05 -1.57 0.00
Cl 0.24 9.20 6.67 0.52
H -0.58 7.10 6.02 -0.06
Cl -0.16 -3.03 1.22 0.53
H -1.02 4.54 -1.54 0.09
H -3.85 4.20 -2.07 0.10
C -0.21 4.50 0.60 -0.24
H -6.13 -0.90 -0.90 0.00
H -2.99 1.46 -1.18 0.10
H 2.06 1.09 -5.01 -0.07
Cl 1.60 -5.65 -8.72 0.51
C -3.93 1.95 -1.60 -0.17
Cl -1.43 8.55 4.38 0.51
Cl 1.44 -1.33 3.35 0.50
Cl -7.64 -0.57 4.02 0.51
H 5.14 -1.70 6.17 0.02
H -5.88 -1.93 3.28 -0.02
Cl 5.95 0.40 6.82 0.53
Cl 1.47 -8.42 1.87 0.49
Cl 1.26 5.19 6.05 0.55
H -1.76 5.86 -0.48 0.12
```

- HOMO level: -10.303 eV
- Energy: -571374.8157 eV
- Molar mass: 1907.8 g/mol
- Kohn-Sham gap: 10.4665 eV

***

(3)
A structure of composition C24H33BrIrO2 in a non-equilibrium geometry. Source: the Open Molecules 2025 dataset; level of theory: ωB97M-V/def2-TZVPD.

```
61
Properties=species:S:1:pos:R:3:lowdin_charge:R:1
H 2.56 0.03 -3.84 0.07
C 0.92 2.45 -1.75 -0.52
H -3.56 -3.16 -0.83 0.10
C -0.26 3.42 -1.89 -0.05
H -0.86 3.49 -0.98 0.09
H 1.90 4.01 -0.64 0.10
O 0.85 0.06 2.32 -0.12
Ir 0.06 0.05 0.37 1.49
C 2.61 -2.14 -1.14 -0.05
C -0.30 -0.24 2.82 -0.54
H 3.60 1.11 -1.65 0.06
C 1.74 2.94 -0.54 -0.03
C 0.62 -0.36 5.11 0.01
C 0.44 -0.51 6.47 -0.10
H 2.05 3.57 -3.19 0.10
C -0.49 -0.39 4.26 -0.15
C -2.57 -2.71 -0.84 -0.03
C 2.44 -0.75 -1.79 -0.53
C 0.37 1.03 -1.54 -0.18
C 1.73 2.54 -3.05 -0.02
H 1.28 -0.49 7.15 0.11
C -1.32 -0.58 -1.22 -0.24
H -4.27 -1.49 -2.56 0.10
H -1.99 -3.22 -1.61 0.09
H -2.62 -0.58 4.10 0.13
H 4.49 -0.36 -1.34 0.10
C -3.30 -0.99 -2.52 -0.02
H 2.31 -2.13 -0.09 0.09
H -0.91 3.15 -2.73 0.10
H -3.20 -0.67 0.93 0.06
H 2.72 2.46 -0.46 0.06
O -1.25 -0.39 1.98 -0.09
H -2.95 -0.84 6.55 0.11
C -1.03 0.81 -1.29 -0.08
C -1.96 -0.70 6.13 -0.10
C -0.06 -1.23 -1.28 -0.08
H 3.65 -2.43 -1.18 0.10
H 1.21 2.77 0.40 0.08
H 0.13 4.42 -2.09 0.10
C -1.77 -0.56 4.77 0.01
H -2.67 -1.40 -3.31 0.10
H 3.60 -1.36 -3.50 0.10
H -2.11 -2.90 0.13 0.10
H 2.04 -2.91 -1.66 0.09
H 1.87 -1.59 -3.71 0.10
C 1.01 -0.26 -1.53 -0.21
H 2.61 1.91 -3.05 0.05
H 3.38 0.27 -0.11 0.09
H 1.11 2.26 -3.91 0.10
Br -1.10 -0.87 8.82 0.80
C -3.59 -0.55 -0.08 -0.03
H -1.77 1.58 -1.17 0.13
C -0.85 -0.68 6.97 -0.67
C 2.63 -0.92 -3.30 -0.02
H -3.73 0.51 -0.28 0.09
H 1.61 -0.22 4.70 0.13
C -2.69 -1.21 -1.12 -0.54
C 3.53 0.14 -1.19 -0.04
H 0.11 -2.29 -1.19 0.13
H -3.46 0.07 -2.72 0.09
H -4.57 -1.02 -0.12 0.10
```

- HOMO level: -11.788 eV
- Net charge: +1
- ΔE to the lowest compared entry with this formula, charge and spin: 0.0 kJ/mol
- Energy: -102394.7684 eV
- Molar mass: 625.6 g/mol
- Kohn-Sham gap: 7.3482 eV

***

(4)
A structure of composition C24H33BrN2OS5Sm in a non-equilibrium geometry. Source: the Open Molecules 2025 dataset; level of theory: ωB97M-V/def2-TZVPD.

```
67
Properties=species:S:1:pos:R:3:mulliken_spin:R:1
C 7.09 1.47 1.26 0.00
H -5.48 0.02 -4.16 0.00
H 3.87 3.07 2.82 0.00
C -2.46 -0.39 2.14 0.00
C -0.58 1.14 1.69 0.00
C 6.02 2.95 3.06 0.00
C -1.58 1.16 -1.12 -0.02
H -3.53 -0.59 2.10 0.00
H -4.35 -0.01 0.34 0.00
Sm 0.87 0.45 -1.14 5.09
H -3.94 1.93 1.92 0.00
C -3.65 0.23 -0.45 0.00
H -6.64 -2.31 -1.52 0.00
C -4.03 -0.06 -1.76 0.00
N 2.79 1.39 -0.13 -0.01
S 0.66 -5.33 -1.32 0.00
H -6.40 0.66 -0.55 0.00
H -4.94 -1.66 -3.91 0.00
H -0.41 1.15 2.77 0.00
H 8.13 2.58 2.82 0.00
C 3.71 1.77 0.47 0.00
S 0.22 -2.03 -0.43 -0.03
C -5.43 -0.60 -2.06 0.00
H -2.61 3.03 1.52 0.00
C 1.58 -2.73 -1.29 0.00
Br -0.42 0.78 -3.67 0.00
C -5.62 -0.88 -3.55 0.00
C 1.76 -4.00 -1.64 0.00
N 4.76 2.20 1.11 0.00
H -4.90 -2.65 -1.52 0.00
C 6.09 2.26 0.44 0.00
H 6.76 0.42 1.28 0.00
C 3.79 -2.78 -2.80 0.00
H -2.17 -0.32 3.19 0.00
H -6.30 1.40 -2.15 0.00
C -2.08 0.92 1.42 0.00
C 7.19 2.03 2.70 0.00
C -1.88 0.70 -2.41 0.00
H 4.49 1.43 3.07 0.00
H -0.24 2.09 1.30 0.00
C -6.46 0.46 -1.62 0.00
S 2.88 -1.65 -1.81 0.00
H 6.38 3.31 0.36 0.00
C 0.71 -5.36 0.49 0.00
C 4.69 2.39 2.59 0.00
H 7.23 1.20 3.41 0.00
O -0.45 1.92 -0.95 -0.03
H -1.94 -1.24 1.70 0.00
C -5.66 -1.90 -1.27 0.00
H -2.64 2.19 3.09 0.00
H -5.63 -1.74 -0.19 0.00
H 0.51 -4.37 0.89 0.00
S 5.05 -2.33 -3.71 0.00
H 1.67 -5.74 0.84 0.00
C -2.86 2.09 2.02 0.00
C -2.43 0.78 -0.08 0.01
H 0.03 0.31 1.31 0.00
S 3.17 -4.37 -2.61 0.00
H 5.96 3.09 4.14 0.00
H -3.25 -0.19 -3.78 0.00
H -7.47 0.10 -1.84 0.00
C -3.08 0.13 -2.76 0.00
H -0.08 -6.04 0.79 0.00
H -6.64 -1.24 -3.71 0.00
H 6.16 3.95 2.63 0.00
H 5.98 1.86 -0.57 0.00
H 8.05 1.49 0.76 0.00
```

- HOMO level (spin up / spin down): -10.119 / -10.121 eV
- Spin multiplicity: 6
- Net charge: +1
- ΔE to the lowest compared entry with this formula, charge and spin: 60.2 kJ/mol
- Energy: -172570.1518 eV
- Molar mass: 756.1 g/mol
- Expectation value of S²: 8.765
- Kohn-Sham gap (spin up / spin down): 6.9328 / 7.3008 eV

***

(5)
A structure of composition C24H33BrN3NiO6PS. Source: the Open Molecules 2025 dataset; level of theory: ωB97M-V/def2-TZVPD.

```
70
Properties=species:S:1:pos:R:3:mulliken_spin:R:1
O -1.11 1.53 -0.07 0.05
C 2.81 4.60 0.05 0.00
N -0.36 -3.09 3.50 0.00
P 1.75 -1.25 -0.09 0.08
H 2.23 -3.34 4.69 0.00
H -3.30 -4.22 -3.82 0.00
H 5.02 0.80 2.39 0.00
H -0.53 -4.84 4.57 0.00
H 0.56 -4.99 1.71 0.00
O 2.76 -1.34 1.14 0.01
H 4.12 -0.40 -3.46 0.00
H 5.15 -0.13 0.89 0.00
C -1.47 -2.74 0.17 -0.02
H -0.27 5.31 0.79 0.00
C -0.52 -4.54 3.52 0.00
H 2.85 0.75 1.18 -0.01
C 0.58 4.73 0.47 0.00
H 0.42 -6.36 2.82 0.00
H 3.78 5.10 0.04 0.00
O -1.96 3.49 0.58 0.01
H -2.40 -2.47 -2.32 0.00
H -0.20 -1.48 4.82 -0.01
C 1.94 -4.81 -1.52 0.00
C 0.37 3.39 0.12 0.01
H -2.71 -7.13 -0.74 0.00
H 2.70 -0.07 2.75 0.00
C -2.14 -5.13 -0.25 0.00
H 1.37 1.62 -0.59 -0.01
H 1.56 -5.06 3.17 0.00
O 2.77 -0.76 -1.24 0.01
H -0.05 -3.06 5.54 0.00
C 3.11 -0.77 -3.62 0.00
C 1.76 -2.37 4.58 0.00
H -3.45 -6.56 -3.03 0.00
C 0.58 -5.28 2.76 0.00
H 5.04 -0.97 2.44 0.00
C -0.67 -2.38 2.40 -0.01
C -3.05 -5.79 -2.38 0.00
H 3.14 -1.86 -3.68 0.00
H 2.04 -1.95 3.62 0.00
N 1.76 5.32 0.43 0.00
N -1.13 -3.13 1.39 0.01
C -2.47 -3.49 -1.99 0.00
C -2.05 -3.81 -0.70 0.01
S -0.45 -0.66 2.47 0.14
H 2.63 -5.65 -1.58 0.00
H 3.38 -3.32 -0.87 0.00
C 2.45 -3.79 -0.53 0.00
C -1.03 2.78 0.23 0.00
C -2.97 -4.48 -2.82 0.00
C 4.69 -0.11 1.88 0.00
H -1.82 -5.36 0.75 0.00
H 2.12 0.77 -2.47 0.00
H 1.19 -0.74 -2.62 0.00
H -1.49 -4.78 3.09 0.00
H 2.74 -0.39 -4.57 0.00
Br 4.25 2.31 -0.84 0.00
C 3.19 -0.11 1.77 0.01
H 1.84 -4.38 -2.51 0.00
O -1.33 -1.61 -0.38 0.07
C 2.20 -0.32 -2.50 -0.01
C -2.64 -6.11 -1.09 0.00
H 0.97 -5.19 -1.20 0.00
C 2.71 3.28 -0.32 0.00
O 1.43 -2.78 -0.37 0.00
C 1.47 2.66 -0.30 0.00
H 2.14 -1.72 5.37 0.00
C 0.24 -2.46 4.68 0.01
H 2.62 -4.23 0.46 0.00
Ni -0.25 -0.13 0.25 1.64
```

- HOMO level (spin up / spin down): -8.843 / -8.804 eV
- Spin multiplicity: 3
- ΔE to the lowest compared entry with this formula, charge and spin: 0.0 kJ/mol
- Energy: -173392.3197 eV
- Molar mass: 661.2 g/mol
- Expectation value of S²: 2.008
- Kohn-Sham gap (spin up / spin down): 8.8076 / 8.4042 eV

***

(6)
A structure of composition C24H33Cl2N4O3PtS in a non-equilibrium geometry. Source: the Open Molecules 2025 dataset; level of theory: ωB97M-V/def2-TZVPD.

```
68
Properties=species:S:1:pos:R:3:mulliken_spin:R:1
C 3.45 -5.68 0.28 0.00
H -4.14 3.75 0.70 0.01
C -3.06 3.74 0.50 0.04
C 1.64 0.49 0.65 0.13
H 0.98 2.35 -0.03 0.01
H 3.16 0.23 2.12 -0.02
H -5.15 -1.43 2.38 0.00
C -3.95 -2.35 -1.18 0.10
N -2.16 -0.85 -1.11 -0.05
C 4.71 -6.31 0.23 0.00
N -1.60 -0.45 -3.37 0.26
C -1.63 1.96 1.40 0.11
H 0.83 3.17 -3.12 0.02
C 2.40 -6.39 0.90 0.00
C -2.69 3.49 2.92 0.00
H 3.21 2.32 2.11 0.00
H 3.21 -1.02 0.85 0.00
H -5.73 -3.53 -1.37 0.00
O 2.31 -3.54 0.30 -0.02
H 2.84 0.86 -5.42 0.01
H 4.15 -8.95 2.33 0.00
H 2.99 3.54 0.82 0.00
H 5.49 -5.88 -0.41 0.00
O -1.39 1.56 0.21 0.10
H 0.39 3.05 -4.84 -0.04
Cl 0.55 -2.07 -1.27 0.05
H 1.92 -1.06 2.03 0.00
C 1.05 0.62 -2.93 0.07
H 1.38 -6.04 0.78 0.00
Pt -0.18 -0.18 -0.15 0.76
N 1.29 1.34 -4.03 -0.41
N -2.41 3.01 1.58 -0.05
S -3.21 -2.52 -2.77 0.22
C 2.55 -0.38 1.45 -0.01
H -1.78 -0.77 -4.32 -0.07
H 1.18 0.87 -6.10 -0.02
C 1.13 2.79 -4.09 0.17
H -3.78 3.47 3.09 0.00
H 1.48 -0.40 -2.92 0.03
C 1.78 0.63 -5.20 0.11
H 3.84 -3.91 -1.05 0.00
H -6.51 -2.97 0.97 0.01
C 2.63 -7.55 1.65 0.00
H 1.75 3.35 2.06 0.00
C 1.69 1.83 0.61 0.02
H -2.87 3.30 -0.48 0.00
H 2.08 3.24 -4.39 0.01
C 3.20 -4.25 -0.20 0.01
O 0.34 1.06 -1.97 0.16
H -1.21 1.46 2.29 0.00
C 4.98 -7.47 0.98 0.00
C -5.59 -2.55 0.57 0.02
H -1.66 0.56 -3.26 -0.03
H 5.99 -7.91 0.99 0.00
H -2.18 2.84 3.64 0.00
C -3.20 -1.43 -0.40 -0.04
C 2.47 2.80 1.44 0.01
H 1.81 -8.06 2.17 0.00
C -5.15 -2.88 -0.72 -0.01
H -2.72 4.78 0.52 -0.01
C 3.94 -8.07 1.72 0.00
H -2.33 4.53 3.02 0.00
C -2.21 -1.16 -2.40 0.15
C -4.83 -1.67 1.36 0.00
H -3.09 -0.38 1.45 0.02
Cl -0.70 -1.15 1.92 0.14
C -3.67 -1.09 0.87 -0.01
H 1.70 -0.45 -5.01 0.02
```

- HOMO level (spin up / spin down): -0.113 / -4.429 eV
- Spin multiplicity: 3
- Net charge: -1
- Energy: -76651.8610 eV
- Molar mass: 723.6 g/mol
- Expectation value of S²: 2.009
- Kohn-Sham gap (spin up / spin down): 2.4837 / 6.7744 eV

***

Look up the energy of the second one.
-571374.8157 eV

***

energy of number 3 (C24H33BrIrO2)?
-102394.7684 eV

***

Among the records above, which one has the lowest energy?
C24H33BCl43FO2